Density functional theory data (wB97M-V/def2-TZVPD) for an isolated molecule of C7H12O in a non-equilibrium geometry.

The geometry in XYZ format:
```
20
C7H12O (wB97M-V/def2-TZVPD)
C -2.41 1.69 0.24
C -1.12 1.39 0.21
C -0.59 0.20 0.94
C -0.43 0.19 2.27
C -0.25 -1.03 0.17
C 0.51 -0.87 -1.15
C 2.04 -0.92 -0.95
O 2.72 -0.15 -1.95
H -2.79 2.56 -0.28
H -3.06 1.10 0.87
H -0.38 1.98 -0.31
H 0.00 -0.65 2.80
H -0.75 1.03 2.87
H -1.23 -1.47 -0.13
H 0.11 -1.86 0.78
H 0.31 0.13 -1.55
H 0.17 -1.56 -1.92
H 2.41 -1.93 -1.12
H 2.29 -0.58 0.06
H 2.45 0.76 -1.87
```

Summary:
Net charge ... 0
HOMO-LUMO gap ... 10.30 eV
Calculated total energy ... -349.092785 Eh
Molar mass ... 112.17 g mol⁻¹
Energy above the lowest of the compared OMol25 structures with the same formula, charge and spin ... 35.1 kcal per mole
HOMO energy ... -9.390 eV
Structure (SMILES) ... C=CC(=C)CCCO

Electronic structure analysis, natural (NBO) charges in units of e: -0.375 -0.218 -0.023 -0.391 -0.444 -0.419 -0.061 -0.719 0.202 0.201 0.205 0.195 0.198 0.219 0.217 0.197 0.214 0.182 0.161 0.457